DFT (ωB97M-V with the def2-TZVPD basis set) results for one molecule with the formula C21H25FN2O3S.

Last columns: bonded neighbours and bond lengths (Å).
Atoms and positions in Å:
1 C -1.926 -3.808 -0.743  C2 1.423, H29 1.158, H30 1.192, H31 1.074
2 C -2.340 -2.889 0.261  C1 1.423, C3 1.610, H32 1.057, H33 0.962
3 C -3.199 -1.665 -0.335  C2 1.610, C4 1.488, H34 1.217, H35 0.935
4 C -3.754 -0.819 0.757  C3 1.488, C5 1.486, H36 1.122, H37 1.172
5 C -4.593 0.235 0.130  C4 1.486, C6 1.313, H38 1.322, H39 1.093
6 C -3.991 1.134 -0.613  C5 1.313, N7 1.508, H40 1.293, H41 1.186
7 N -2.526 1.492 -0.596  C6 1.508, C8 1.360, H42 1.135
8 C -2.106 2.514 0.197  N7 1.360, O9 1.133, C10 1.525
9 O -2.681 3.387 0.635  C8 1.133
10 C -0.659 2.511 0.678  C8 1.525, C11 1.630, C27 1.298
11 C -0.214 1.049 1.245  C10 1.630, C12 1.392, H43 1.122
12 C 1.165 0.891 1.355  C11 1.392, S13 1.878, C25 1.485
13 S 1.666 -0.820 1.947  C12 1.878, O14 1.451, O15 1.377, N16 1.814
14 O 2.829 -0.646 2.797  S13 1.451
15 O 0.506 -1.525 2.178  S13 1.377
16 N 2.346 -1.260 0.323  S13 1.814, C17 1.385, C24 1.349
17 C 1.482 -1.313 -0.758  N16 1.385, C18 1.570, H44 1.106, H45 1.139
18 C 1.875 -0.189 -1.782  C17 1.570, C19 1.431, H46 1.063, H47 0.956
19 C 3.223 -0.122 -1.304  C18 1.431, C20 1.557, C24 1.447
20 C 4.234 0.884 -1.929  C19 1.557, C21 1.256, H48 1.066
21 C 5.348 1.279 -1.504  C20 1.256, C22 1.803, H49 0.843
22 C 5.534 0.615 0.161  C21 1.803, C23 1.261, H50 1.158
23 C 4.652 -0.126 0.675  C22 1.261, C24 1.440, H51 0.939
24 C 3.352 -0.385 0.113  N16 1.349, C19 1.447, C23 1.440
25 C 2.103 2.037 1.457  C12 1.485, C26 1.215, H52 1.155
26 C 1.672 3.003 0.859  C25 1.215, C27 1.562, H53 1.241
27 C 0.220 3.448 0.491  C10 1.298, C26 1.562, F28 1.313
28 F -0.165 4.673 0.214  C27 1.313
29 H -2.778 -4.228 -1.404  C1 1.158
30 H -1.355 -3.213 -1.604  C1 1.192
31 H -1.167 -4.527 -0.497  C1 1.074
32 H -3.056 -3.364 0.876  C2 1.057
33 H -1.777 -2.391 0.861  C2 0.962
34 H -4.153 -2.294 -0.755  C3 1.217
35 H -2.653 -1.377 -1.038  C3 0.935
36 H -4.528 -1.272 1.431  C4 1.122
37 H -2.778 -0.491 1.319  C4 1.172
38 H -4.899 0.961 1.192  C5 1.322
39 H -5.614 -0.070 -0.114  C5 1.093
40 H -4.512 2.317 -0.596  C6 1.293
41 H -4.062 0.740 -1.729  C6 1.186
42 H -1.807 0.619 -0.495  N7 1.135
43 H -0.776 0.079 1.289  C11 1.122
44 H 0.417 -1.383 -0.466  C17 1.106
45 H 1.657 -2.388 -1.093  C17 1.139
46 H 1.755 -0.792 -2.650  C18 1.063
47 H 1.192 0.467 -1.651  C18 0.956
48 H 3.934 1.161 -2.913  C20 1.066
49 H 6.064 1.663 -1.730  C21 0.843
50 H 6.578 0.970 0.518  C22 1.158
51 H 4.857 -0.651 1.425  C23 0.939
52 H 3.101 1.809 1.992  C25 1.155
53 H 2.306 4.069 0.922  C26 1.241

Output
**Net charge**: 0
**Energy relative to the best compared isomer or geometry (same formula, charge and spin)**: 1743.01 kJ/mol
**Electronic energy**: -44841.015 eV
**Kohn-Sham gap**: 8.2 eV
**E_LUMO**: 0.1652 eV